ORCA calculation (ωB97M-V with the def2-TZVPD basis set) on an isolated molecule of C4H7NO2.

Last column: Mulliken charge in e.
Cartesian coordinates (Å):
C: -1.794 -0.759 -0.241  -1.35
C: -0.408 -0.197 -0.409  0.33
C: -0.065 1.092 0.248  -0.76
N: 1.406 1.034 0.039  0.04
C: 1.896 -0.182 0.223  0.37
O: 2.961 -0.716 0.298  -0.51
O: 0.600 -0.989 0.490  -0.34
H: -2.150 -0.623 0.784  0.30
H: -1.837 -1.818 -0.512  0.35
H: -2.463 -0.207 -0.911  0.36
H: 0.012 -0.405 -1.408  0.29
H: 0.236 -0.389 1.289  0.54
H: -0.492 1.997 -0.187  0.17
H: 2.036 1.822 0.028  0.20

Largest force on an atom   0.0134 Eh/bohr
ΔE to the lowest compared entry with this formula, charge and spin   96.3 kcal/mol
HOMO-LUMO gap   8.31 eV